A gas-phase ion, C10H13N2 (charge +1) in a non-equilibrium geometry. Source: the OMol25 dataset; level of theory: ωB97M-V/def2-TZVPD.

Each line ends with the natural charge from an NBO analysis.
Cartesian coordinates (Å):
1 H -0.9999 -2.0229 1.1793  0.2152
2 N -0.7774 -0.4776 -0.0959  -0.2624
3 C -1.1913 -1.0308 1.2243  -0.3908
4 H 3.1099 2.2577 -0.1888  0.2360
5 N 3.5454 0.3140 -0.0570  -0.3782
6 C 3.2305 -0.9756 0.0955  0.0848
7 C 0.0041 1.6856 0.1494  -0.1961
8 C -2.4219 1.5742 0.0912  -0.6383
9 C -1.0897 0.9339 0.0475  0.1951
10 H -0.9626 -2.1338 -1.3489  0.2399
11 C 1.8820 -1.4189 0.0495  -0.3270
12 H -0.7107 -0.5734 2.0896  0.2517
13 H -0.4093 -0.4525 -2.0617  0.2415
14 H -2.2146 -0.9871 1.2775  0.2198
15 C 2.5951 1.2193 -0.1111  0.0882
16 H -3.0367 0.8678 -0.4972  0.2199
17 H -2.4078 2.5398 -0.2831  0.2561
18 H 3.9101 -1.7960 0.2175  0.2246
19 H -2.1296 -0.9367 -1.7279  0.2301
20 H 1.5067 -2.4850 0.0522  0.2616
21 H 0.0787 2.7965 0.2895  0.2607
22 C 1.2106 0.9477 0.0370  -0.1891
23 H -2.7023 1.5969 1.0883  0.2398
24 C 1.0057 -0.3869 -0.0315  0.3002
25 C -1.0248 -1.0561 -1.4853  -0.3832

Properties
SMILES string: CC1=Cc2cnccc2[N+]1(C)C
energy above the lowest of the compared OMol25 structures with the same formula, charge and spin: 387.70 kJ/mol
molar mass: 161.2 g/mol
charge: +1
gap between HOMO and LUMO: 0.34126 Eh
2S+1: 1